1.
Computed, not measured: one molecule with the formula C20H24N2O3S in a non-equilibrium geometry, with ωB97M-V/def2-TZVPD.

The geometry in XYZ format:
```
50
C20H24N2O3S ωB97M-V/def2-TZVPD
C -1.167 -3.400 -4.117
S -0.766 -3.570 -2.607
C 0.683 -2.390 -2.444
C 1.176 -1.517 -3.505
C 1.864 -0.643 -3.146
C 2.500 -0.565 -1.920
C 2.192 -1.287 -0.889
C 1.278 -2.459 -0.953
O 0.732 -3.383 -0.157
C 0.996 -2.928 1.035
C 0.554 -1.784 1.792
C -0.719 -1.092 1.292
C -0.469 0.038 2.133
C -1.653 1.192 2.300
O -2.375 1.182 1.406
N -1.407 2.071 3.059
C -1.818 3.391 3.057
C -0.927 4.422 2.264
C -0.519 3.846 0.745
C 0.541 2.908 0.947
C 1.114 2.222 -0.508
C 0.272 2.773 -1.677
C -1.313 2.790 -1.225
C -1.562 3.904 -0.313
N 0.463 0.142 2.890
O 1.210 -1.089 2.651
H -1.687 -2.331 -4.203
H -0.509 -3.582 -4.713
H -2.066 -4.138 -4.256
H 0.611 -1.743 -4.347
H 2.160 0.025 -3.859
H 3.350 0.448 -1.774
H 2.710 -1.106 0.049
H 0.632 -4.020 1.688
H 2.154 -2.868 1.398
H -1.269 -1.259 0.412
H -0.295 1.899 3.654
H -2.625 3.299 2.424
H -2.322 3.715 4.070
H 0.250 4.422 2.823
H -1.339 5.281 1.944
H 1.358 2.972 1.647
H 2.085 2.341 -0.576
H 0.942 1.026 -0.239
H 0.172 1.980 -2.478
H 0.857 3.716 -1.963
H -1.839 3.108 -2.282
H -1.603 1.838 -0.721
H -2.460 3.939 0.149
H -1.277 4.974 -0.823
```

Computed properties:
net charge: 0
total energy: -41068.7310 eV
ΔE to the lowest compared entry with this formula, charge and spin: 20.8900 eV
structure (SMILES): CSc1ccccc1OCc1cc(C(=O)NCCC2=CCCCC2)no1

***

2.
Computed, not measured: C29H38N2NaO2PS as an isolated structure, with ωB97M-V/def2-TZVPD.

The geometry in XYZ format:
```
74
C29H38N2NaO2PS ωB97M-V/def2-TZVPD
Na -0.477 0.273 0.806
C 1.992 1.916 -0.325
C 2.833 0.945 0.507
N 2.006 -0.041 1.187
C 2.312 -0.287 2.585
C 1.975 0.883 3.510
S 0.246 1.434 3.414
C 0.403 3.134 2.799
C 1.232 3.333 1.531
N 0.867 2.442 0.441
H 2.652 2.702 -0.722
H 1.584 1.378 -1.184
H 3.571 0.477 -0.155
H 3.415 1.497 1.249
H 1.981 -0.929 0.694
H 1.732 -1.161 2.891
H 3.373 -0.534 2.751
H 2.174 0.582 4.539
H 2.615 1.742 3.310
H -0.629 3.442 2.626
H 0.800 3.772 3.591
H 1.149 4.390 1.246
H 2.285 3.181 1.769
H 0.173 2.861 -0.163
O -2.935 -1.234 0.056
C -1.817 -1.737 0.250
C -1.815 -3.271 0.209
C -2.977 -3.996 0.458
C -2.960 -5.380 0.478
C -1.772 -6.057 0.230
C -0.609 -5.348 -0.036
C -0.622 -3.953 -0.039
P 0.888 -2.954 -0.288
C 2.114 -4.248 -0.754
C 2.997 -4.679 0.232
C 3.940 -5.664 -0.032
C 4.019 -6.221 -1.299
C 3.151 -5.794 -2.296
C 2.204 -4.819 -2.025
C 0.659 -2.182 -1.939
C -0.475 -2.331 -2.731
C -0.537 -1.743 -3.989
C 0.529 -0.996 -4.469
C 1.659 -0.826 -3.680
C 1.718 -1.413 -2.425
H -3.889 -3.437 0.632
H -3.866 -5.937 0.683
H -1.748 -7.139 0.244
H 0.307 -5.888 -0.235
H 2.942 -4.238 1.222
H 4.615 -5.990 0.749
H 4.758 -6.983 -1.513
H 3.210 -6.227 -3.287
H 1.526 -4.497 -2.807
H -1.313 -2.912 -2.367
H -1.424 -1.873 -4.596
H 0.478 -0.543 -5.451
H 2.495 -0.243 -4.044
H 2.613 -1.296 -1.821
C -3.227 1.862 1.911
C -3.463 1.776 0.423
O -2.209 1.724 -0.258
C -2.414 1.438 -1.638
C -1.082 1.386 -2.345
H -4.181 1.914 2.435
H -2.652 2.752 2.170
H -2.703 0.975 2.271
H -4.020 2.650 0.064
H -4.025 0.870 0.186
H -3.052 2.221 -2.070
H -2.932 0.479 -1.724
H -0.535 2.325 -2.238
H -1.232 1.204 -3.409
H -0.472 0.562 -1.967
```

Computed properties:
net charge: 0
total energy: -62305.1018 eV
ΔE to the lowest compared entry with this formula, charge and spin: 0.0000 eV

***

3.
Computed, not measured: a 6-piece molecular cluster, C19H45BO28P5 overall in a non-equilibrium geometry, with ωB97M-V/def2-TZVPD.

The geometry in XYZ format:
```
98
C19H45BO28P5 ωB97M-V/def2-TZVPD
O -1.697 1.306 2.876
C -1.053 0.842 1.971
O -0.020 1.482 1.356
B 0.467 0.664 0.202
O -0.409 -0.538 0.295
C -1.253 -0.496 1.275
O -2.077 -1.371 1.650
O 1.848 0.345 0.459
C 2.405 0.086 -0.713
O 3.494 -0.467 -0.883
C 1.542 0.676 -1.804
O 0.471 1.254 -1.177
O 1.776 0.800 -2.985
C -4.002 3.550 4.486
O -5.020 3.127 5.431
P -6.022 1.866 5.100
O -6.768 1.132 6.158
O -5.140 0.782 4.288
C -4.111 0.085 4.912
O -6.930 2.608 3.953
C -8.104 1.940 3.588
H -4.608 4.034 3.719
H -3.356 2.782 4.061
H -3.318 4.267 4.940
H -3.507 0.587 5.668
H -3.399 -0.201 4.139
H -4.587 -0.813 5.305
H -8.635 1.311 4.302
H -8.091 1.520 2.582
H -8.869 2.713 3.516
C 6.999 -0.418 -0.172
O 6.846 -0.784 -1.554
P 6.917 -2.311 -1.995
O 8.185 -2.992 -1.587
O 5.509 -2.882 -1.327
C 5.165 -3.151 0.089
O 6.657 -2.145 -3.617
C 5.550 -1.423 -4.199
H 6.030 -0.427 0.328
H 7.335 0.605 -0.006
H 7.676 -1.095 0.349
H 4.430 -3.953 0.165
H 4.559 -2.254 0.219
H 5.999 -3.118 0.789
H 5.094 -0.692 -3.531
H 4.828 -2.182 -4.500
H 5.877 -0.732 -4.976
C 2.676 2.694 -5.417
O 3.493 3.866 -5.665
P 3.227 4.875 -6.924
O 2.305 6.039 -6.672
O 4.653 5.385 -7.407
C 5.831 4.829 -6.937
O 2.720 4.044 -8.211
C 2.535 4.675 -9.452
H 1.986 2.862 -4.590
H 3.308 1.835 -5.191
H 2.116 2.353 -6.288
H 6.023 3.801 -7.242
H 5.828 4.909 -5.850
H 6.634 5.457 -7.323
H 2.346 5.744 -9.359
H 1.889 4.207 -10.196
H 3.555 4.699 -9.837
C -5.002 0.353 1.294
O -4.059 0.798 0.327
P -4.201 0.266 -1.229
O -5.498 -0.379 -1.636
O -3.833 1.548 -2.096
C -2.489 2.110 -2.090
O -2.968 -0.753 -1.321
C -3.128 -2.127 -1.117
H -5.604 1.166 1.701
H -4.442 -0.019 2.152
H -5.851 -0.289 1.060
H -2.335 2.880 -2.847
H -1.726 1.336 -2.165
H -2.454 2.510 -1.077
H -2.390 -2.515 -0.414
H -3.028 -2.600 -2.093
H -4.112 -2.295 -0.679
C -2.414 -4.058 6.522
O -1.644 -3.816 5.403
P -0.432 -4.813 5.074
O 0.375 -5.226 6.281
O 0.620 -3.959 4.016
C 0.124 -2.767 3.439
O -1.030 -5.950 4.147
C -0.231 -7.161 4.134
H -1.821 -3.898 7.422
H -2.855 -5.040 6.694
H -3.352 -3.505 6.474
H -0.671 -2.952 2.717
H 0.992 -2.313 2.959
H -0.301 -2.030 4.119
H -0.129 -7.376 3.070
H -0.667 -8.053 4.585
H 0.753 -7.270 4.590
```

Computed properties:
net charge: -1
total energy: -124899.5279 eV
ΔE to the lowest compared entry with this formula, charge and spin: 0.0000 eV

***

4.
Computed, not measured: C4H6CuO2 as an isolated structure in a non-equilibrium geometry, with ωB97M-V/def2-TZVPD.

The geometry in XYZ format:
```
13
C4H6CuO2 ωB97M-V/def2-TZVPD
C 0.573 -0.019 1.029
O 0.140 -0.691 2.161
H 1.133 0.900 1.219
H -0.729 -0.394 2.458
C -0.920 1.701 -1.500
C 0.030 0.641 -1.418
C -0.050 -0.304 -0.259
O 1.187 -0.945 0.154
Cu 0.950 -2.775 1.717
H -1.949 1.306 -1.423
H 0.956 1.269 -1.400
H -0.409 0.290 -2.486
H -0.912 -0.979 -0.253
```

Computed properties:
net charge: +1
total energy: -52966.0443 eV
ΔE to the lowest compared entry with this formula, charge and spin: 3.9467 eV